# CHCl2F2P

A cluster of 2 separate species, CHCl2F2P in total (wB97M-V/def2-TZVPD, OMol25).

As for the largest force on an atom: 0.0829 hartree/bohr. As for the HOMO energy (alpha / beta): -10.925 / -10.922 eV. The energy relative to the best compared isomer or geometry (same formula, charge and spin) comes out at 463.0 kJ/mol.

The geometry in XYZ format:
```
7
Properties=species:S:1:pos:R:3:forces:R:3
C -0.173056 -0.435086 -0.338745 -2.4 -3.0 1.8
F -0.919349 2.537615 0.585861 1.4 -2.5 0.7
F 1.792490 0.196724 0.781093 -0.3 0.6 1.3
P 0.311551 0.177751 1.367626 -0.3 1.4 -2.5
Cl -1.869987 -0.537929 -0.747631 -0.1 0.4 0.3
Cl 0.534259 -2.090419 -0.667416 0.1 0.6 0.7
H 0.324092 0.151343 -0.980788 1.5 2.5 -2.3
```
Positions in Å, forces in eV/Å.

These are the natural (NBO) partial charges, in e, on atoms 1 to 4: -0.59, -0.66, -0.56, 1.53